{
  "formula": "C50H58NO3P2RhSSeSi2",
  "method": "the ωB97M-V functional and the def2-TZVPD basis",
  "elements": ["Rh", "C", "Si", "C", "C", "C", "C", "C", "C", "P", "C", "C", "C", "C", "C", "C", "C", "C", "C", "C", "C", "C", "C", "C", "C", "C", "C", "C", "P", "C", "C", "C", "C", "C", "C", "C", "C", "C", "C", "C", "C", "H", "H", "H", "H", "H", "H", "H", "H", "H", "H", "H", "H", "H", "H", "H", "H", "H", "H", "H", "H", "H", "H", "H", "H", "H", "H", "H", "H", "H", "H", "H", "Se", "C", "N", "C", "C", "C", "C", "O", "Si", "S", "O", "C", "C", "C", "C", "O", "C", "C", "C", "C", "H", "H", "H", "H", "H", "H", "H", "H", "H", "H", "H", "H", "H", "H", "H", "H", "H", "H", "H", "H", "H", "H", "H", "H", "H", "H", "H"],
  "coordinates": [[0.23, -1.41, 0.16], [0.27, -3.72, -2.86], [-0.41, -3.43, -1.13], [-2.31, -3.46, -1.18], [-3.05, -4.48, -1.79], [-4.43, -4.56, -1.64], [-5.10, -3.62, -0.88], [-4.41, -2.56, -0.32], [-3.02, -2.48, -0.49], [-2.07, -0.96, -0.13], [-3.01, -0.04, 1.11], [-3.43, -0.69, 2.27], [-4.06, 0.02, 3.28], [-4.25, 1.39, 3.15], [-3.80, 2.05, 2.02], [-3.18, 1.34, 1.00], [-2.40, -0.14, -1.73], [-1.43, -0.20, -2.73], [-1.73, 0.14, -4.04], [-3.01, 0.57, -4.36], [-3.98, 0.67, -3.37], [-3.68, 0.31, -2.07], [-0.01, -5.00, -0.12], [-0.50, -6.27, -0.43], [-0.23, -7.37, 0.38], [0.55, -7.22, 1.52], [1.07, -5.98, 1.83], [0.80, -4.89, 1.01], [1.52, -3.25, 1.26], [3.07, -3.34, 0.30], [3.85, -4.50, 0.31], [5.02, -4.57, -0.41], [5.44, -3.48, -1.17], [4.67, -2.33, -1.20], [3.49, -2.26, -0.47], [2.09, -3.22, 2.99], [3.38, -2.85, 3.34], [3.73, -2.72, 4.68], [2.79, -2.95, 5.67], [1.49, -3.31, 5.32], [1.14, -3.43, 3.99], [-0.08, -4.68, -3.25], [1.36, -3.74, -2.83], [-0.04, -2.94, -3.55], [-2.55, -5.23, -2.39], [-4.97, -5.37, -2.11], [-6.17, -3.69, -0.75], [-4.94, -1.79, 0.22], [-3.27, -1.76, 2.37], [-4.39, -0.50, 4.17], [-4.73, 1.94, 3.95], [-3.93, 3.12, 1.93], [-2.80, 1.86, 0.13], [-0.42, -0.53, -2.48], [-0.97, 0.08, -4.80], [-3.25, 0.84, -5.38], [-4.97, 1.01, -3.62], [-4.45, 0.35, -1.31], [-1.12, -6.42, -1.31], [-0.64, -8.34, 0.12], [0.75, -8.07, 2.15], [1.69, -5.86, 2.71], [3.52, -5.36, 0.90], [5.62, -5.48, -0.39], [6.36, -3.54, -1.74], [4.99, -1.48, -1.78], [2.91, -1.34, -0.50], [4.12, -2.66, 2.57], [4.73, -2.43, 4.95], [3.06, -2.84, 6.71], [0.75, -3.48, 6.09], [0.12, -3.69, 3.72], [2.71, 0.75, 1.90], [1.18, -0.09, 2.38], [0.15, -0.64, 2.41], [3.88, 3.16, -0.90], [3.04, 4.11, -1.74], [3.10, 5.52, -1.17], [3.49, 4.10, -3.19], [1.67, 3.68, -1.76], [0.69, 3.08, -0.60], [1.10, 0.99, -0.44], [-0.86, 3.28, -1.08], [-1.45, 4.24, -1.98], [-0.95, 5.64, -1.69], [-1.12, 3.83, -3.40], [-2.95, 4.14, -1.73], [1.03, 3.89, 0.77], [0.33, 4.20, 1.98], [-0.66, 3.10, 2.33], [-0.41, 5.52, 1.78], [1.40, 4.35, 3.06], [4.93, 3.46, -0.93], [3.80, 2.14, -1.28], [3.55, 3.16, 0.14], [4.13, 5.89, -1.19], [2.74, 5.53, -0.14], [2.48, 6.20, -1.76], [4.53, 4.41, -3.27], [2.88, 4.78, -3.78], [3.39, 3.09, -3.61], [0.13, 5.70, -1.79], [-1.23, 5.96, -0.68], [-1.40, 6.34, -2.40], [-0.06, 3.95, -3.60], [-1.69, 4.44, -4.11], [-1.38, 2.78, -3.55], [-3.17, 4.33, -0.67], [-3.32, 3.15, -1.99], [-3.48, 4.88, -2.33], [-1.34, 2.92, 1.49], [-1.27, 3.40, 3.19], [-0.16, 2.17, 2.57], [-1.28, 5.38, 1.14], [0.25, 6.25, 1.32], [-0.75, 5.91, 2.74], [1.99, 3.43, 3.13], [0.93, 4.54, 4.03], [2.06, 5.18, 2.82]],
  "lowdin_charge": [0.35, -0.20, 0.58, -0.28, -0.09, -0.08, -0.08, -0.09, -0.36, 0.97, -0.36, -0.10, -0.08, -0.08, -0.09, -0.11, -0.33, -0.12, -0.08, -0.09, -0.08, -0.09, -0.27, -0.08, -0.08, -0.08, -0.10, -0.38, 0.99, -0.36, -0.08, -0.08, -0.08, -0.07, -0.12, -0.37, -0.09, -0.08, -0.09, -0.08, -0.11, 0.02, 0.02, 0.01, 0.09, 0.10, 0.10, 0.10, 0.11, 0.10, 0.10, 0.11, 0.08, 0.05, 0.11, 0.10, 0.11, 0.11, 0.09, 0.10, 0.10, 0.10, 0.10, 0.10, 0.10, 0.11, 0.03, 0.10, 0.10, 0.10, 0.10, 0.11, 0.68, -0.89, 0.00, -0.05, -0.64, -0.02, -0.03, -0.16, -0.09, 0.37, -0.15, -0.62, -0.02, -0.01, -0.02, -0.15, -0.62, -0.02, -0.02, -0.03, 0.09, 0.07, 0.06, 0.09, 0.08, 0.08, 0.09, 0.09, 0.09, 0.07, 0.06, 0.09, 0.08, 0.09, 0.07, 0.08, 0.07, 0.09, 0.05, 0.10, 0.06, 0.07, 0.09, 0.09, 0.05, 0.09, 0.09],
  "spin_multiplicity": 5,
  "e_homo_ev": [-5.250, -8.421],
  "homo_lumo_gap_ha": [0.217, 0.257],
  "e_above_lowest_kj_mol": 37.23,
  "s_squared": 6.022,
  "lumo_ev": [0.66, -1.43]
}